Record 1
9
Properties=species:S:1:pos:R:3:nbo_charge:R:1 method="wB97M-V/def2-TZVPD" mol_weight_g_mol=77.1 charge=-1 e_above_lowest_kcal_mol=17.8 spin_multiplicity=1
S -2.6692 1.4217 1.1938 -1.050
N 2.1217 -1.2312 -0.3582 -0.868
N 0.4627 0.5130 -0.0740 -0.824
C 0.9347 -0.7840 0.0464 0.325
H -3.5388 1.8129 0.1593 0.095
H 0.1312 -1.4782 0.4011 0.141
H -0.5426 0.7357 0.0689 0.460
H 1.0723 1.1673 -0.5838 0.382
H 2.0280 -2.1573 -0.8535 0.341

---

Record 2
9
Properties=species:S:1:pos:R:3:nbo_charge:R:1 method="wB97M-V/def2-TZVPD" mol_weight_g_mol=77.1 charge=+1 e_above_lowest_kcal_mol=63.7 spin_multiplicity=1
S -0.8478 2.2994 0.2632 0.447
N -1.6959 0.7152 0.5737 -0.626
N 0.9009 -0.2786 0.2390 -0.843
C -0.7231 0.6672 -0.4098 0.080
H 1.4580 0.4714 -0.2152 0.431
H -0.7440 0.3652 -1.3636 0.223
H -2.5900 0.4401 0.2145 0.415
H 1.0417 -1.2413 -0.0246 0.437
H 0.8425 -0.1104 1.2584 0.436

---

Record 3
9
Properties=species:S:1:pos:R:3:nbo_charge:R:1 method="wB97M-V/def2-TZVPD" mol_weight_g_mol=59.1 charge=0 e_above_lowest_kcal_mol=45.5 spin_multiplicity=1
N -1.5955 -0.0111 0.0090 -0.649
N -0.2895 0.4487 -0.0500 -0.468
N 2.0923 -0.0462 0.0456 -0.702
C 0.8520 -0.3185 -0.0525 0.280
H 0.5359 -1.3499 -0.0637 0.141
H -1.7856 -0.4464 0.9251 0.347
H -1.8726 -0.6820 -0.7256 0.355
H 2.2762 0.9571 -0.0534 0.324
H -0.2131 1.4483 -0.0345 0.372

---

Record 4
9
Properties=species:S:1:pos:R:3:nbo_charge:R:1 method="wB97M-V/def2-TZVPD" mol_weight_g_mol=59.1 charge=0 e_above_lowest_kcal_mol=63.0 spin_multiplicity=1 smiles="C/N=N/N"
N -0.1860 0.6550 0.3229 -0.009
N 0.4408 -0.4015 0.0608 -0.252
N -0.0437 0.9494 1.6321 -0.624
C 0.1647 -0.7104 -1.3262 -0.467
H 0.3251 0.1857 2.1889 0.363
H 0.9204 -1.3802 -1.7409 0.207
H 0.0791 0.3930 -1.7236 0.208
H -0.8514 1.4101 2.0336 0.371
H -0.8492 -1.1011 -1.4475 0.203

---

Record 5
9
Properties=species:S:1:pos:R:3:nbo_charge:R:1 method="wB97M-V/def2-TZVPD" mol_weight_g_mol=59.1 charge=0 e_above_lowest_kcal_mol=74.6 spin_multiplicity=1 smiles="N/C=N/N"
N 0.3702 -0.3230 0.3125 -0.427
N 1.6766 0.1444 0.1619 -0.675
N -1.6866 -0.2879 -0.2475 -0.839
C -0.5933 0.4683 -0.1014 0.258
H -0.5175 1.5293 -0.3468 0.186
H 2.0086 -0.0513 -0.7819 0.342
H -0.9542 -1.1970 0.1573 0.422
H -2.5792 0.0918 0.0481 0.381
H 2.2756 -0.3745 0.7979 0.352

---

Record 6
9
Properties=species:S:1:pos:R:3:nbo_charge:R:1 method="wB97M-V/def2-TZVPD" mol_weight_g_mol=59.1 charge=0 e_above_lowest_kcal_mol=13.5 spin_multiplicity=1 smiles="N=C(N)N"
N -0.4112 -1.2110 -0.3735 -0.880
N 0.1978 1.0874 -0.8604 -0.767
N 0.2643 0.2742 1.2726 -0.838
C -0.0350 0.1135 -0.0701 0.576
H -0.2336 0.9672 -1.7680 0.336
H 0.3019 -1.8651 -0.1142 0.385
H 0.2451 1.2421 1.5272 0.410
H 0.0849 -0.5055 1.8780 0.392
H -0.8482 -1.3502 -1.2728 0.387

---

Record 7
10
Properties=species:S:1:pos:R:3:nbo_charge:R:1 method="wB97M-V/def2-TZVPD" mol_weight_g_mol=75.1 charge=0 e_above_lowest_kcal_mol=98.4 spin_multiplicity=1 smiles="CN(N)N=O"
O 2.5094 -0.5488 0.0438 -0.248
N 0.4485 1.3529 0.0982 -0.664
N 0.4307 -0.0474 -0.3065 -0.209
N 1.3797 -0.6871 0.4747 0.228
C -0.8941 -0.6515 -0.1400 -0.450
H -1.2747 -0.5326 0.8821 0.183
H -0.8723 -1.7195 -0.3847 0.221
H -0.0412 1.4921 0.9823 0.344
H -1.6023 -0.1839 -0.8333 0.210
H -0.0839 1.5258 -0.8166 0.385

---

Record 8
11
Properties=species:S:1:pos:R:3:nbo_charge:R:1 method="wB97M-V/def2-TZVPD" mol_weight_g_mol=91.1 charge=0 e_above_lowest_kcal_mol=90.0 spin_multiplicity=1 smiles="NN=C=O.NO"
O -0.5533 -1.3200 0.6329 -0.557
O 1.9874 -0.1281 0.5712 -0.523
N -0.4788 -2.1242 -0.5434 -0.538
N -0.1455 0.8839 0.3413 -0.559
N -0.2092 2.1302 -0.3104 -0.616
C 0.8270 0.0853 0.5081 0.856
H -1.0727 -0.3173 0.5367 0.518
H -0.3492 -1.6521 -1.4364 0.350
H -0.9208 2.6197 0.2372 0.362
H 0.6722 2.6306 -0.2117 0.347
H 0.2429 -2.8081 -0.3254 0.359